[1]
Below is a molecular structure, C18H48CuF5GeOSbSi3Te in a non-equilibrium geometry, with properties calculated with ωB97M-V/def2-TZVPD.

Each line ends with the Löwdin spin population.
CARTESIAN COORDINATES (ANGSTROEM)
Cu -0.5318 1.2537 -0.2389  0.19
C 3.9895 -1.1498 -1.8112  0.02
Si 2.1871 -0.9539 -1.3229  0.06
C 1.7674 -2.4468 -0.2654  0.00
C 1.1652 -1.0652 -2.8899  0.00
Ge 1.7952 1.0917 -0.1164  0.34
Si 2.5422 0.7708 2.1375  0.05
C 2.2938 2.2774 3.2060  0.00
C 4.3721 0.3728 2.0192  0.02
C 1.6963 -0.6836 2.9537  0.00
Si 2.8140 2.9233 -1.2870  0.05
C 2.1515 2.8959 -3.0325  0.00
C 4.6448 2.5151 -1.3164  0.03
C 2.6122 4.5910 -0.4904  0.00
H 4.1324 -2.1557 -2.2177  0.00
H 4.6620 -1.0276 -0.9593  0.00
H 4.2874 -0.4311 -2.5769  0.00
H 1.7439 -3.3427 -0.8916  0.00
H 0.7948 -2.3443 0.2212  0.00
H 2.5159 -2.6035 0.5149  0.00
H 1.3634 -2.0166 -3.3938  0.00
H 1.3948 -0.2568 -3.5879  0.00
H 0.0989 -1.0136 -2.6635  0.00
H 2.7207 3.1705 2.7446  0.00
H 2.7686 2.1284 4.1796  0.00
H 1.2329 2.4735 3.3619  0.00
H 4.9302 1.1609 1.5111  0.00
H 4.5365 -0.5593 1.4727  0.00
H 4.7872 0.2551 3.0244  0.00
H 0.6151 -0.5440 2.9967  0.00
H 2.0629 -0.7845 3.9796  0.00
H 1.8965 -1.6179 2.4283  0.00
H 2.4524 1.9770 -3.5423  0.00
H 2.5321 3.7443 -3.6080  0.00
H 1.0610 2.9499 -3.0342  0.00
H 4.8416 1.5419 -1.7661  0.00
H 5.0652 2.5108 -0.3090  0.00
H 5.1751 3.2744 -1.8994  0.00
H 1.5900 4.9580 -0.5648  0.00
H 3.2769 5.3056 -0.9839  0.00
H 2.8733 4.5549 0.5693  0.00
C -1.2228 -3.9734 -1.0596  0.00
C -2.4227 -3.0782 -1.3573  0.02
C -3.7473 -3.7805 -1.0804  0.00
Sb -2.1460 -1.1674 -0.3578  0.07
C -1.9377 -1.6875 1.7394  0.00
C -2.1283 -0.4050 2.5492  0.00
C -2.8198 -2.8195 2.2576  0.00
C -4.1277 -0.2942 -0.4679  0.01
C -5.2265 -0.9295 0.3776  0.00
C -4.5030 -0.1959 -1.9462  0.00
H -1.3154 -4.9197 -1.6015  0.00
H -1.1475 -4.2133 0.0037  0.00
H -0.2855 -3.5065 -1.3634  0.00
H -2.3908 -2.7971 -2.4140  0.00
H -3.8930 -3.9889 -0.0207  0.00
H -3.7657 -4.7398 -1.6087  0.00
H -4.5981 -3.2005 -1.4325  0.00
H -0.8920 -2.0017 1.8124  0.00
H -3.1708 -0.0796 2.5466  0.00
H -1.5316 0.4294 2.1676  0.00
H -1.8336 -0.5625 3.5913  0.00
H -3.8807 -2.6097 2.1211  0.00
H -2.6487 -2.9607 3.3301  0.00
H -2.5962 -3.7670 1.7677  0.00
H -3.9487 0.7136 -0.0931  0.00
H -5.4427 -1.9595 0.0964  0.00
H -6.1496 -0.3541 0.2519  0.00
H -4.9819 -0.9103 1.4392  0.00
H -4.6532 -1.1791 -2.3984  0.00
H -3.7342 0.3245 -2.5218  0.00
H -5.4340 0.3661 -2.0630  0.00
F -0.6820 4.0621 -1.2117  0.01
Te -1.4943 3.6736 0.4175  0.02
F -1.0511 5.4202 0.8758  0.00
F -2.0248 3.3952 2.1729  0.00
F 0.2201 3.3802 1.1061  0.05
F -3.1042 4.5038 0.0120  0.00
O -2.1990 2.1122 -0.1895  0.03

The value obtained for the HOMO energy (spin up / spin down) is -7.96 / -8.33 eV. Its total energy is -6383.3949 hartree. The spin multiplicity is 2. The calculation puts the energy above the lowest of the compared OMol25 structures with the same formula, charge and spin at 31.3 kcal per mole. The calculation puts the LUMO energy (spin up / spin down) at -0.22 / -2.46 eV. For the gap between HOMO and LUMO (spin up / spin down), the calculation gives 0.2845 / 0.2159 hartree.

=====

[2]
Below is 6 unconnected molecules or ions with the total composition C18H48FO23P5 in a non-equilibrium geometry, with properties calculated with ωB97M-V/def2-TZVPD.

Each line ends with the Mulliken charge.
CARTESIAN COORDINATES (ANGSTROEM)
O 1.2740 1.9490 -2.3676  -0.57
C 0.7100 1.5644 -1.3833  0.67
O 0.5452 2.2529 -0.2842  -0.15
C -0.0175 1.2979 0.6626  -0.04
C -0.6238 0.1398 -0.1630  0.83
F -1.9430 0.3971 -0.4757  -0.35
O 0.1134 0.3603 -1.3698  -0.40
H 0.5292 0.7558 1.4342  -0.09
H -0.8072 1.8741 1.1448  0.32
H -0.5616 -0.8903 0.1877  -0.27
C 1.4260 4.5993 1.5041  -0.98
O 2.1578 3.3309 1.4230  0.14
P 3.5926 3.4712 0.7673  0.71
O 4.2666 4.7402 1.1855  -0.76
O 3.4455 3.4438 -0.8421  -0.19
C 2.9525 4.5546 -1.5670  -0.58
O 4.3715 2.0575 1.0132  -0.28
C 4.9131 1.2403 -0.0288  -0.55
H 1.9651 5.4563 1.9079  0.43
H 0.6316 4.4349 2.2321  0.31
H 1.0080 5.0314 0.5949  0.34
H 3.0429 5.5108 -1.0518  0.45
H 1.9329 4.3809 -1.9111  0.13
H 3.6734 4.5966 -2.3835  0.15
H 5.5467 0.4083 0.2788  0.27
H 5.5963 1.8193 -0.6501  0.26
H 4.0671 0.8805 -0.6143  0.20
C -0.6355 -2.8070 5.5965  -0.74
O 0.2934 -1.6849 5.6641  -0.33
P 0.0056 -0.4921 4.6102  0.46
O -0.2734 -0.9437 3.1923  0.12
O -1.2828 0.1627 5.3570  -0.37
C -2.5393 -0.2357 4.9183  -0.58
O 1.2474 0.5518 4.8723  -0.36
C 2.5429 0.3227 4.2233  -0.57
H -0.7984 -2.9462 6.6652  0.36
H -0.3406 -3.7950 5.2431  0.31
H -1.6834 -2.7788 5.2978  0.25
H -2.9743 0.6710 4.4979  0.28
H -3.0589 -0.6909 5.7614  0.33
H -2.5283 -0.9922 4.1336  0.18
H 3.2784 0.1005 4.9964  0.35
H 2.9587 1.0448 3.5206  0.19
H 2.5590 -0.5681 3.5953  0.17
C -8.1815 -1.3627 1.6816  -0.75
O -7.0542 -1.7309 0.8016  -0.30
P -5.7996 -2.5392 1.4334  0.82
O -5.0362 -1.8645 2.4773  -0.48
O -6.3321 -4.0502 1.6886  -0.27
C -7.3713 -4.6488 0.8971  -0.54
O -4.9047 -2.8860 0.1158  -0.42
C -3.5128 -2.4743 0.0553  -0.62
H -7.9378 -1.5935 2.7187  0.34
H -9.1020 -1.8859 1.4227  0.29
H -8.3369 -0.2857 1.6180  0.27
H -7.1067 -4.5683 -0.1572  0.28
H -8.3066 -4.1498 1.1506  0.20
H -7.4455 -5.6896 1.2121  0.24
H -3.3342 -1.5160 -0.4324  0.31
H -2.9535 -3.2827 -0.4158  0.24
H -3.1944 -2.7179 1.0689  0.38
C 4.9376 6.1094 -5.1561  -0.65
O 3.6209 6.6829 -5.2174  -0.37
P 2.4622 5.8704 -5.9303  0.80
O 1.2129 6.6052 -6.2509  -0.73
O 3.1581 5.2533 -7.2790  -0.32
C 2.4463 4.5294 -8.1658  -0.65
O 2.2162 4.7076 -4.9122  0.10
C 1.0922 3.8434 -5.0372  -0.73
H 5.5414 6.8611 -5.6645  0.26
H 4.9499 5.1218 -5.6172  0.34
H 5.3713 6.0114 -4.1609  0.25
H 2.9728 4.5579 -9.1197  0.25
H 1.5432 5.1363 -8.2318  0.33
H 2.1605 3.5356 -7.8211  0.24
H 0.4874 3.7539 -4.1348  0.18
H 1.4400 2.8257 -5.2142  0.33
H 0.2667 4.1004 -5.7010  0.38
C 1.3987 -7.3645 1.3270  -0.76
O 1.2431 -5.9847 0.8796  -0.34
P -0.2594 -5.3454 0.8312  0.84
O -1.0683 -5.5013 2.0081  -0.73
O 0.0369 -3.8042 0.4486  0.14
C 1.1805 -3.1549 0.8885  -0.74
O -1.0024 -6.0023 -0.4834  -0.37
C -0.3503 -5.9833 -1.7219  -0.71
H 0.5316 -7.7386 1.8714  0.35
H 2.3958 -7.4773 1.7527  0.27
H 1.4316 -8.0375 0.4703  0.28
H 2.1112 -3.7213 0.9231  0.40
H 1.1493 -2.5373 1.7861  0.23
H 1.3080 -2.3786 0.1341  0.27
H -0.8239 -5.2017 -2.3160  0.25
H -0.5287 -6.9069 -2.2725  0.26
H 0.6981 -5.6968 -1.6383  0.33

As for the SMILES: O=C1OC[C@@H](F)O1.COP(=O)(OC)OC.COP(=O)(OC)OC.COP(=O)(OC)OC.COP(=O)(OC)OC.COP(=O)(OC)OC. The value obtained for the HOMO energy is -10.26 eV. Its total energy is -4252.1301 hartree. The calculation puts the energy above the lowest of the compared OMol25 structures with the same formula, charge and spin at 92.7 kcal per mole. The calculation puts the LUMO energy at 0.37 eV. For the gap between HOMO and LUMO, the calculation gives 0.3906 hartree.

=====

- Which value of total energy does entry 1 give?
  -6383.3949 hartree

=====

- The lowest energy above the lowest of the compared OMol25 structures with the same formula, charge and spin belongs to which entry?
  C18H48CuF5GeOSbSi3Te